This record from the OMol25 dataset describes an isolated molecule of C4H10N4O. The level of theory is ωB97M-V/def2-TZVPD.

ORCA input file:
```
! wB97M-V def2-TZVPD RIJCOSX def2/J DEFGRID3
* xyz 0 1
N 0.8717 -0.2524 -0.0640
C -0.4652 -0.7955 0.2403
C -1.0955 0.4442 0.1184
N 1.5105 -0.7638 -1.2128
N -2.4208 0.8126 -0.2261
N 0.5611 2.1803 0.6990
C 0.1185 1.2443 -0.2127
C -0.6860 -2.1223 0.4079
O 1.7880 -0.3539 0.9988
H 2.6615 -0.1951 0.6060
H 1.0623 -0.3673 -2.0334
H 1.3519 -1.7732 -1.2328
H -2.9972 1.0209 0.5841
H -2.8843 0.0833 -0.7600
H 1.4675 2.5985 0.5369
H 0.3934 1.9306 1.6643
H 0.3060 1.6065 -1.2378
H 0.1343 -2.8106 0.5237
H -1.6779 -2.4872 0.6005
*
```

energy relative to the best compared isomer or geometry (same formula, charge and spin) = 134.9 kcal/mol
DFT total energy = -12312.6865 eV

---

This record from the OMol25 dataset describes a cluster of 15 separate species, C5H40NO15 in total in a non-equilibrium geometry. The level of theory is ωB97M-V/def2-TZVPD.

ORCA input file:
```
! wB97M-V def2-TZVPD RIJCOSX def2/J DEFGRID3
* xyz -1 1
C -0.9468 -0.0633 1.4730
C -0.6767 0.6274 0.1792
C 0.5425 0.1699 -0.7545
C 1.3191 1.2854 -1.3873
C 2.8625 1.1253 -1.3670
O 3.3844 1.6603 -0.1565
N -1.9962 0.5347 -0.6037
H -0.0596 -0.1470 2.0887
H -1.7084 0.3685 2.1591
H -1.1981 -1.1273 1.3182
H -0.5220 1.6996 0.3714
H 1.2115 -0.3894 -0.1007
H 0.0337 -0.5235 -1.4726
H 0.9938 2.1912 -0.8055
H 1.0451 1.6206 -2.3875
H 3.0943 0.0654 -1.1696
H 3.2658 1.6501 -2.2613
H -2.5717 -0.2198 -0.2595
H -2.5157 1.3931 -0.5743
H -3.8723 -0.4762 0.9111
H -3.4922 -1.9792 1.3648
O -4.0016 -1.4325 0.7485
H 3.4422 0.2939 2.3348
H 2.8875 1.2551 0.5701
O 2.4671 0.3154 2.3364
H -2.0841 -0.5379 -3.5497
H -1.6122 0.1297 -2.1216
O -1.6278 0.2089 -3.1546
H -0.9519 1.3414 -4.2471
H -0.3398 2.6776 -3.8342
O -0.3618 2.0625 -4.5713
H -2.2134 3.2596 -2.2888
H -2.3879 1.9361 -3.1900
O -2.8367 2.7139 -2.7791
H 2.1776 -0.6242 2.1440
H 2.2065 -2.4084 3.2755
O 2.0573 -2.2518 2.3424
H 4.2900 -1.3398 0.4853
H 3.1996 -2.1541 1.3906
O 4.0054 -2.2293 0.7031
H -2.1031 -3.2937 -2.4121
H -2.9074 -2.2167 -1.4689
O -2.6262 -2.4758 -2.3603
H 0.1082 2.2284 2.9644
H -0.1918 3.4802 2.2070
O -0.5884 2.6133 2.4140
H 0.7377 -2.7997 2.1385
H -0.0368 -3.5308 3.2758
O -0.1526 -3.3758 2.3370
H -3.0237 2.0501 3.3693
H -2.3612 2.7853 2.1527
O -3.1550 2.2505 2.4403
H 3.5734 -3.0608 -0.5135
H 2.5022 -3.9336 -0.5351
O 3.0330 -3.5246 -1.2436
H 2.3807 3.2156 1.4899
H 2.4097 4.2920 0.3488
O 1.9630 4.0036 1.1437
H -1.5283 -4.0351 1.3231
H -1.6315 -2.6131 1.2781
O -2.1488 -3.3669 0.9887
*
```

energy relative to the best compared isomer or geometry (same formula, charge and spin) = 86.6 kcal/mol
DFT total energy = -38038.2526 eV

---

This record from the OMol25 dataset describes a cluster of 2 separate species, CHBrCl2S in total in a non-equilibrium geometry. The level of theory is ωB97M-V/def2-TZVPD.

ORCA input file:
```
! wB97M-V def2-TZVPD RIJCOSX def2/J DEFGRID3
* xyz 0 1
C -0.5178 0.0540 0.2976
S 1.4955 0.6203 -0.9787
Cl -0.1724 -0.6054 1.8980
Cl -0.9989 -1.0735 -0.8373
Br -1.6261 1.6547 0.3377
H 1.8197 -0.6500 -0.7173
*
```

energy relative to the best compared isomer or geometry (same formula, charge and spin) = 39.2 kcal/mol
DFT total energy = -106973.4418 eV

---

This record from the OMol25 dataset describes a structure of composition C8H12F6NaO6P in a non-equilibrium geometry. The level of theory is ωB97M-V/def2-TZVPD.

ORCA input file:
```
! wB97M-V def2-TZVPD RIJCOSX def2/J DEFGRID3
* xyz 0 1
Na -14.7087 1.4235 18.1872
P -14.0884 4.0392 16.1446
F -13.5788 2.4561 16.3071
F -13.0582 4.2384 14.9463
F -15.2145 3.5069 15.1131
F -14.6343 5.5245 16.0303
F -15.1221 3.7203 17.3801
F -12.9827 4.4803 17.2104
C -16.5493 1.8877 24.4740
C -15.3839 2.1587 23.5599
C -14.6514 0.9271 23.0185
O -14.2877 1.3076 21.6919
C -15.0484 2.3486 21.3102
O -15.0127 2.8602 20.2339
O -15.8575 2.7460 22.3114
H -17.3208 2.6449 24.3440
H -16.2371 1.8641 25.5192
H -17.0379 0.9254 24.2993
H -14.6972 2.8975 23.9745
H -15.3287 0.0689 22.9993
H -13.7584 0.6259 23.5591
C -11.0370 -2.8037 16.0588
C -11.8344 -2.5927 17.3285
C -11.0930 -2.7574 18.6366
O -11.8184 -1.8268 19.5080
C -12.3569 -0.8859 18.7324
O -12.8577 0.1237 19.1376
O -12.2618 -1.2172 17.4285
H -10.5073 -3.7523 16.1159
H -10.3049 -2.0012 15.9623
H -11.7161 -2.7618 15.2125
H -12.7428 -3.2021 17.3061
H -10.0649 -2.4029 18.5615
H -11.1766 -3.7094 19.1469
*
```

DFT total energy = -50794.3493 eV

---

This record from the OMol25 dataset describes an isolated molecule of C6H13NS in a non-equilibrium geometry. The level of theory is ωB97M-V/def2-TZVPD.

ORCA input file:
```
! wB97M-V def2-TZVPD RIJCOSX def2/J DEFGRID3
* xyz 0 1
C -1.4183 0.9713 0.3382
C -0.1421 0.6740 -0.5232
C 0.6123 2.0504 -0.6631
C 0.6394 -0.4931 0.0914
C -0.1837 -1.7589 0.3352
N -1.0492 -1.9803 -0.8513
C 1.6684 -0.1962 1.0734
S 2.3025 -0.6592 -0.5606
H -1.9628 1.8355 -0.0036
H -2.1198 0.0482 0.3759
H -1.0858 1.1700 1.3785
H -0.4605 0.3891 -1.5110
H 0.8737 2.4972 0.3148
H 1.4795 2.0103 -1.3238
H -0.0833 2.7840 -1.0864
H -0.8935 -1.5683 1.1812
H 0.4046 -2.6362 0.5038
H -1.7140 -2.7105 -0.6286
H -0.4849 -2.3076 -1.6599
H 1.8355 -0.9511 1.8481
H 1.7821 0.8314 1.3708
*
```

energy relative to the best compared isomer or geometry (same formula, charge and spin) = 16.2 kcal/mol
DFT total energy = -18757.5727 eV
SMILES = CC(C)[C@]1(CN)CS1

---

This record from the OMol25 dataset describes a structure of composition C20H33BN5Pb in a non-equilibrium geometry. The level of theory is ωB97M-V/def2-TZVPD.

ORCA input file:
```
! wB97M-V def2-TZVPD RIJCOSX def2/J DEFGRID3
* xyz 1 1
Pb -0.2836 -2.2278 2.2817
B -0.0194 -0.8765 0.1982
H 0.4491 -1.9294 0.0179
H 0.2362 -0.2881 -0.7462
H -1.1500 -0.9122 0.4754
H 0.5615 -0.3996 1.0833
C -1.2230 -4.1921 -3.4904
C -2.5382 -4.2660 -2.6764
C -2.3282 -5.1896 -1.4787
C -1.5665 -4.6828 -0.3090
N -0.9395 -4.3832 0.6056
H -1.3860 -3.4705 -4.2854
H -1.0276 -5.1286 -4.0150
H -0.3978 -3.9915 -2.8077
H -3.2945 -4.7071 -3.3217
H -2.8489 -3.2877 -2.3133
H -1.8170 -6.1192 -1.7434
H -3.2505 -5.5285 -0.9950
C 0.7364 2.8417 5.2878
C 1.9026 1.9540 5.6988
C 2.7810 1.5435 4.5009
C 2.1621 0.4337 3.7507
N 1.7144 -0.4599 3.1910
H 1.1056 3.7085 4.7348
H 0.0594 3.1672 6.0700
H 0.2007 2.2790 4.5128
H 1.5639 1.0448 6.1953
H 2.5406 2.5483 6.3550
H 3.7344 1.1366 4.8411
H 2.9772 2.4214 3.8867
N -1.9053 -0.4017 -2.2634
C -1.9611 -0.2680 -3.6268
C -3.1680 0.3044 -3.9315
C -3.8028 0.6957 -2.7617
C -3.0461 0.1530 -1.7246
H -1.2066 -0.9005 -1.7404
H -1.1363 -0.5486 -4.2590
H -3.4624 0.4452 -4.9615
H -4.6893 1.3078 -2.7577
H -3.3019 0.0831 -0.6802
N -0.8072 2.0762 -0.0708
C -0.2883 2.6326 1.0697
C -0.5746 3.9812 1.0620
C -1.2761 4.2260 -0.1454
C -1.3617 3.0558 -0.8611
H -0.6304 1.0989 -0.2655
H 0.1224 1.9645 1.8112
H -0.2896 4.7524 1.7576
H -1.6343 5.1935 -0.4585
H -1.9091 2.8303 -1.7598
N 2.7878 0.2283 -0.5042
C 3.8533 -0.5514 -0.8616
C 4.8610 0.3145 -1.2165
C 4.3830 1.6218 -1.1156
C 3.0735 1.5596 -0.6550
H 1.8697 -0.0985 -0.2311
H 3.8317 -1.6242 -0.7742
H 5.7907 0.0020 -1.6666
H 4.9110 2.5181 -1.3975
H 2.3127 2.3095 -0.5150
*
```

energy relative to the best compared isomer or geometry (same formula, charge and spin) = 8.4 kcal/mol
DFT total energy = -34640.1979 eV

---

This record from the OMol25 dataset describes the ion C3H7NO2S with charge -1 in a non-equilibrium geometry. The level of theory is ωB97M-V/def2-TZVPD.

ORCA input file:
```
! wB97M-V def2-TZVPD RIJCOSX def2/J DEFGRID3
* xyz -1 2
O 1.4759 -1.8976 0.6814
C 0.5739 -1.4756 0.0263
O -0.5417 -2.2216 -0.2488
C 0.1837 -0.0683 -0.5773
C -0.6254 0.5620 0.6100
S -0.5155 2.4195 0.6830
N 1.3815 0.6116 -0.9583
H -0.4638 -3.1310 0.0221
H -0.5374 -0.1980 -1.3802
H -0.4588 0.0612 1.5605
H -1.7045 0.3150 0.5402
H -1.8933 2.6987 0.5141
H 1.9504 0.7975 -0.1356
H 1.1748 1.5266 -1.3376
*
```

energy relative to the best compared isomer or geometry (same formula, charge and spin) = 5.1 kcal/mol
DFT total energy = -19643.7957 eV

---

This record from the OMol25 dataset describes an isolated molecule of C4H10O3. The level of theory is ωB97M-V/def2-TZVPD.

ORCA input file:
```
! wB97M-V def2-TZVPD RIJCOSX def2/J DEFGRID3
* xyz 0 1
C -0.8846 1.6861 -1.7334
O -0.8116 1.2716 -0.3884
C 0.4229 0.6606 -0.0599
C 0.1733 -0.3152 1.0885
O -1.0583 -0.9821 0.8776
C 1.2396 -1.4083 1.0968
O 1.1347 -2.1915 -0.0702
H -1.9011 2.0473 -1.9058
H -0.6761 0.8494 -2.4172
H -0.1719 2.4958 -1.9480
H 0.8049 0.0963 -0.9218
H 1.1636 1.4224 0.2254
H 0.1645 0.2189 2.0512
H -1.6258 -0.3296 0.4351
H 1.1144 -2.0233 1.9998
H 2.2440 -0.9700 1.1160
H 0.1815 -2.3538 -0.1606
*
```

energy relative to the best compared isomer or geometry (same formula, charge and spin) = 33.3 kcal/mol
DFT total energy = -10451.7987 eV
SMILES = COC[C@@H](O)CO